Record 1
Below is a cluster of 5 separate species, C47H76N2O14S8 in total in a non-equilibrium geometry, with properties calculated with ωB97M-V with the def2-TZVPD basis set.

ORCA input file:
```
! wB97M-V def2-TZVPD RIJCOSX def2/J DEFGRID3
* xyz 0 1
C 3.815 -0.350 2.044
C 3.257 -1.071 3.339
C 1.769 -1.597 3.235
C 1.441 -2.427 1.933
N 0.182 -1.970 1.259
C 0.417 -0.802 0.360
C 0.036 0.593 1.022
C 1.215 1.620 0.698
C 0.538 3.018 0.357
C 1.484 3.939 -0.464
C 2.174 4.972 0.115
C 2.071 5.327 1.636
C 3.132 5.799 -0.820
O 3.264 6.996 -0.723
C 3.894 4.935 -1.885
C 3.194 3.920 -2.476
C 3.932 3.047 -3.542
C 2.982 2.271 -4.535
C 3.683 2.252 -5.980
S 5.367 1.534 -5.765
C 5.299 -0.276 -6.026
S 5.221 -0.810 -7.589
N 5.329 -1.212 -4.920
C 4.042 -1.814 -4.636
C 2.797 -1.500 -5.359
C 1.524 -2.170 -5.047
C 1.403 -3.152 -3.981
C 2.643 -3.479 -3.250
C 3.906 -2.847 -3.585
C 5.960 -0.644 -3.742
C 5.285 -0.236 -2.514
C 6.110 0.306 -1.422
C 7.550 0.486 -1.506
C 8.220 0.115 -2.756
C 7.420 -0.446 -3.826
C 1.735 3.714 -1.998
O 0.788 3.425 -2.697
C -0.325 -3.011 0.382
S 0.598 -4.156 -0.380
S -2.135 -2.929 0.153
C -2.487 -3.683 -1.496
C -4.034 -3.698 -1.899
C -4.259 -4.247 -3.377
H 3.807 0.770 2.166
H 3.318 -0.650 1.090
H 4.902 -0.632 1.940
H 4.000 -1.856 3.633
H 3.268 -0.311 4.175
H 1.609 -2.287 4.112
H 1.090 -0.724 3.410
H 2.295 -2.499 1.210
H 1.224 -3.484 2.257
H 1.470 -0.820 -0.038
H -0.247 -0.908 -0.544
H -0.935 0.938 0.578
H -0.141 0.523 2.130
H 1.794 1.291 -0.202
H 1.856 1.736 1.614
H -0.365 2.825 -0.278
H 0.190 3.504 1.307
H 2.459 6.366 1.829
H 2.662 4.610 2.269
H 1.016 5.308 2.011
H 4.960 5.121 -2.159
H 4.633 2.325 -3.037
H 4.565 3.755 -4.150
H 2.915 1.185 -4.242
H 1.985 2.750 -4.696
H 3.822 3.339 -6.251
H 3.051 1.748 -6.751
H 2.772 -0.763 -6.188
H 0.600 -1.938 -5.631
H 0.427 -3.650 -3.757
H 2.566 -4.235 -2.432
H 4.793 -3.154 -2.976
H 4.187 -0.374 -2.418
H 5.623 0.597 -0.456
H 8.159 0.903 -0.665
H 9.325 0.268 -2.853
H 7.955 -0.721 -4.772
H -2.131 -4.749 -1.433
H -1.938 -3.173 -2.334
H -4.590 -4.408 -1.230
H -4.536 -2.699 -1.861
H -3.464 -4.968 -3.698
H -4.292 -3.426 -4.138
H -5.237 -4.801 -3.429
O 1.741 8.611 5.278
S 1.138 9.902 5.117
O -0.278 10.087 5.232
O 1.637 10.540 3.732
C 1.415 9.799 2.523
C -0.045 9.823 2.108
C 1.935 11.049 6.197
H 1.777 8.774 2.632
H 2.013 10.273 1.744
H -0.671 9.304 2.834
H -0.179 9.333 1.141
H -0.409 10.850 2.042
H 3.013 10.943 6.096
H 1.627 10.809 7.214
H 1.614 12.056 5.940
O -2.548 0.547 5.283
S -2.045 -0.562 6.041
O -0.770 -1.150 5.751
O -3.158 -1.717 6.076
C -3.648 -2.227 4.827
C -2.628 -3.113 4.137
C -2.086 -0.151 7.758
H -3.960 -1.406 4.178
H -4.538 -2.815 5.053
H -1.746 -2.543 3.841
H -3.052 -3.562 3.237
H -2.291 -3.906 4.808
H -3.061 0.266 8.001
H -1.305 0.586 7.938
H -1.889 -1.050 8.340
O -7.756 -1.779 0.951
S -8.378 -0.957 -0.047
O -8.090 -1.122 -1.441
O -8.175 0.585 0.347
C -6.837 1.068 0.536
C -6.095 1.219 -0.780
C -10.129 -1.017 0.169
H -6.292 0.417 1.223
H -6.919 2.045 1.014
H -5.940 0.253 -1.259
H -5.116 1.674 -0.620
H -6.667 1.837 -1.474
H -10.365 -0.858 1.219
H -10.465 -2.004 -0.147
H -10.587 -0.253 -0.455
O -3.375 -6.759 -0.861
S -2.669 -8.002 -0.991
O -2.097 -8.410 -2.240
O -3.592 -9.187 -0.425
C -4.896 -9.364 -0.994
C -4.832 -9.967 -2.386
C -1.410 -8.076 0.243
H -5.441 -8.416 -0.999
H -5.438 -10.044 -0.335
H -4.349 -9.287 -3.089
H -5.835 -10.178 -2.762
H -4.251 -10.890 -2.378
H -1.837 -7.798 1.205
H -0.631 -7.369 -0.041
H -1.003 -9.085 0.271
*
```

DFT total energy, a.u.: -6184.5795
HOMO level, eV: -8.1
F_max, eV Å⁻¹: 3.9
Orbital gap, eV: 7.3


Record 2
Below is a cluster of 11 separate species, C47H80Cl2N12O2P in total in a non-equilibrium geometry, with properties calculated with ωB97M-V with the def2-TZVPD basis set.

ORCA input file:
```
! wB97M-V def2-TZVPD RIJCOSX def2/J DEFGRID3
* xyz -1 1
C 2.283 4.733 2.984
C 3.418 4.106 2.100
C 4.468 5.214 1.688
C 4.363 5.451 0.133
C 5.042 4.270 -0.674
C 3.978 3.301 -1.349
C 4.301 1.783 -1.085
C 3.008 0.914 -1.283
C 2.942 -0.319 -0.314
C 3.019 0.075 1.201
C 2.062 -0.765 2.120
C 0.646 -0.087 2.320
C 0.617 0.888 3.552
C -0.839 1.312 3.977
C -1.094 2.870 3.847
C -2.646 3.164 3.679
C -2.977 3.880 2.302
C -3.829 2.960 1.326
C -3.102 2.662 -0.034
C -2.842 4.089 -0.647
C -3.119 4.186 -2.183
N -4.552 4.431 -2.419
O -3.759 1.897 -1.038
P -3.854 0.276 -0.532
Cl -5.679 0.007 -1.706
C -2.757 -0.445 -1.918
C -2.723 -1.894 -2.087
C -1.807 -2.298 -3.136
C -1.008 -1.431 -3.931
N -1.092 -0.111 -3.776
C -1.927 0.298 -2.803
O -2.336 0.415 0.352
C -1.888 1.762 0.416
Cl -0.344 2.191 -0.479
H 1.538 5.283 2.364
H 2.758 5.482 3.654
H 1.779 3.923 3.551
H 2.962 3.680 1.183
H 3.950 3.278 2.623
H 4.160 6.173 2.166
H 5.510 4.972 1.983
H 4.943 6.368 -0.129
H 3.306 5.612 -0.161
H 5.619 4.754 -1.498
H 5.755 3.699 -0.043
H 4.050 3.502 -2.444
H 2.952 3.570 -1.006
H 4.780 1.640 -0.095
H 5.059 1.509 -1.856
H 3.040 0.533 -2.332
H 2.098 1.550 -1.214
H 2.012 -0.875 -0.586
H 3.819 -0.954 -0.568
H 4.051 -0.134 1.554
H 2.790 1.163 1.268
H 1.891 -1.738 1.600
H 2.558 -0.920 3.105
H 0.485 0.543 1.410
H -0.189 -0.818 2.344
H 1.327 1.731 3.409
H 1.033 0.285 4.401
H -1.544 0.764 3.308
H -0.985 1.036 5.042
H -0.655 3.411 4.711
H -0.518 3.170 2.938
H -2.876 3.916 4.473
H -3.267 2.259 3.831
H -1.997 4.173 1.873
H -3.592 4.783 2.515
H -4.039 2.026 1.893
H -4.815 3.441 1.129
H -3.578 4.778 -0.168
H -1.845 4.499 -0.372
H -2.573 5.096 -2.535
H -2.706 3.335 -2.765
H -5.065 3.551 -2.448
H -4.646 4.951 -3.295
H -3.941 -1.109 -0.094
H -4.707 0.539 0.580
H -3.300 -2.596 -1.471
H -1.688 -3.389 -3.309
H -0.315 -1.848 -4.685
H -1.965 1.396 -2.665
H -1.560 1.815 1.476
C -6.062 -4.435 -1.159
C -4.769 -5.131 -1.305
N -3.767 -5.678 -1.421
H -6.766 -4.801 -1.905
H -6.470 -4.618 -0.166
H -5.924 -3.360 -1.295
C -3.748 -0.296 -5.373
C -4.939 -0.607 -6.191
N -5.859 -0.848 -6.827
H -3.879 -0.683 -4.362
H -2.864 -0.752 -5.811
H -3.606 0.782 -5.327
C -7.936 -7.124 1.470
C -8.736 -6.470 0.415
N -9.352 -5.962 -0.403
H -7.857 -6.468 2.335
H -8.413 -8.056 1.771
H -6.937 -7.341 1.094
C 7.537 0.611 2.335
C 6.353 0.280 3.158
N 5.437 0.023 3.794
H 7.917 1.592 2.610
H 8.305 -0.125 2.494
H 7.262 0.618 1.279
C 6.460 -3.169 -0.592
C 6.640 -1.727 -0.845
N 6.780 -0.609 -1.039
H 7.340 -3.716 -0.928
H 6.316 -3.342 0.474
H 5.586 -3.532 -1.132
C -6.155 5.393 -6.555
C -5.668 5.969 -5.287
N -5.291 6.410 -4.301
H -7.155 5.766 -6.770
H -5.486 5.672 -7.368
H -6.188 4.306 -6.477
C -0.829 -4.308 0.218
C -0.476 -3.976 1.612
N -0.202 -3.709 2.690
H -0.095 -4.999 -0.196
H -1.814 -4.772 0.189
H -0.848 -3.404 -0.391
C 11.668 -0.629 3.892
C 10.818 -0.009 2.857
N 10.157 0.472 2.057
H 11.743 0.033 4.753
H 11.233 -1.576 4.208
H 12.664 -0.810 3.492
C 0.581 -7.276 3.591
C 1.883 -7.956 3.443
N 2.892 -8.483 3.329
H -0.118 -7.651 2.845
H 0.177 -7.464 4.584
H 0.705 -6.202 3.454
C -2.560 -7.844 -3.567
C -2.738 -9.253 -3.971
N -2.876 -10.344 -4.284
H -2.882 -7.709 -2.537
H -1.510 -7.565 -3.650
H -3.152 -7.195 -4.211
*
```

DFT total energy, a.u.: -3908.0761
HOMO level, eV: -5.9
F_max, eV Å⁻¹: 4.1
Orbital gap, eV: 7.4


Record 3
Below is a structure of composition C47H84F6N5O25PbS2 in a non-equilibrium geometry, with properties calculated with ωB97M-V with the def2-TZVPD basis set.

ORCA input file:
```
! wB97M-V def2-TZVPD RIJCOSX def2/J DEFGRID3
* xyz 1 1
Pb 2.014 0.745 3.511
C -0.046 2.154 0.020
F -1.266 2.087 0.588
F -0.182 2.606 -1.210
F 0.711 2.985 0.744
S 0.678 0.414 -0.129
O -0.272 -0.307 -0.911
O 1.965 0.604 -0.793
N 0.894 -0.097 1.496
S 0.784 -1.661 1.459
O 1.244 -2.302 0.264
O 1.410 -2.085 2.699
C -1.069 -2.022 1.700
F -1.280 -2.712 2.810
F -1.769 -0.892 1.754
F -1.495 -2.725 0.669
C -8.014 3.326 -6.073
O -7.135 2.421 -5.462
C -7.692 1.105 -5.445
C -6.741 0.239 -4.633
N -5.546 0.029 -5.465
C -4.577 -0.882 -4.838
C -3.169 -0.549 -5.270
O -2.897 0.751 -4.708
C -1.596 1.267 -4.849
H -7.512 4.252 -6.352
H -8.882 3.632 -5.479
H -8.448 2.962 -7.011
H -7.912 0.780 -6.462
H -8.638 1.168 -4.887
H -7.245 -0.707 -4.432
H -6.445 0.739 -3.705
H -5.007 0.894 -5.455
H -4.795 -1.915 -5.134
H -4.597 -0.947 -3.741
H -2.987 -0.422 -6.339
H -2.475 -1.271 -4.829
H -1.054 1.147 -3.904
H -1.725 2.354 -4.876
H -0.970 0.970 -5.689
C 4.174 1.834 1.212
O 4.185 0.880 2.281
C 5.393 0.677 2.968
C 5.046 0.156 4.393
N 3.876 -0.776 4.391
C 3.725 -1.449 5.684
C 3.047 -0.560 6.742
O 2.137 0.357 6.124
C 1.416 1.089 7.123
H 3.151 2.098 0.946
H 4.595 1.470 0.272
H 4.766 2.672 1.589
H 6.058 1.535 3.084
H 5.986 -0.113 2.498
H 4.774 1.016 5.016
H 5.922 -0.321 4.837
H 4.202 -1.435 3.682
H 4.692 -1.839 6.021
H 3.195 -2.396 5.557
H 3.792 0.008 7.304
H 2.438 -1.183 7.401
H 2.009 1.878 7.595
H 1.085 0.484 7.969
H 0.619 1.548 6.553
C -0.446 -5.773 -2.237
O 0.134 -4.747 -3.007
C 0.721 -3.777 -2.161
C 1.197 -2.627 -3.025
N 2.245 -3.046 -3.974
C 2.443 -2.121 -5.107
C 2.830 -0.706 -4.766
O 1.727 -0.004 -4.198
C 2.011 1.335 -3.942
H -0.726 -6.572 -2.924
H -1.352 -5.483 -1.691
H 0.262 -6.136 -1.485
H 1.442 -4.214 -1.456
H -0.008 -3.371 -1.453
H 1.493 -1.680 -2.579
H 0.261 -2.316 -3.518
H 1.851 -3.912 -4.343
H 1.554 -2.091 -5.743
H 3.284 -2.529 -5.669
H 3.166 -0.245 -5.702
H 3.704 -0.595 -4.116
H 2.062 1.967 -4.843
H 3.023 1.477 -3.536
H 1.272 1.769 -3.276
C 0.626 5.263 6.050
O -0.691 4.745 5.707
C -1.013 4.756 4.316
C -0.177 3.797 3.507
N -0.193 2.445 4.060
C -1.397 1.659 3.842
C -1.398 0.329 4.538
O -0.126 -0.349 4.427
C -0.114 -1.452 5.339
H 1.288 4.452 5.738
H 0.638 5.395 7.126
H 0.788 6.200 5.522
H -1.058 5.749 3.861
H -2.052 4.417 4.384
H 0.826 4.205 3.703
H -0.340 3.947 2.444
H -0.094 2.578 5.062
H -1.683 1.570 2.792
H -2.257 2.213 4.249
H -2.133 -0.377 4.156
H -1.604 0.536 5.596
H 0.006 -1.099 6.363
H 0.639 -2.174 5.032
H -1.078 -1.963 5.270
C 3.920 -2.598 -1.148
C 4.459 -1.537 -0.434
C 5.801 -1.297 -0.380
C 6.673 -2.231 -0.980
C 6.182 -3.306 -1.692
C 4.798 -3.474 -1.770
O 4.314 -4.425 -2.618
O 6.277 -0.127 0.200
H 2.851 -2.743 -1.167
H 3.837 -0.735 -0.040
H 7.728 -1.977 -0.931
H 6.863 -4.060 -2.059
H 3.449 -4.165 -3.007
H 7.196 -0.055 -0.081
C 3.605 7.083 -3.008
C 2.443 7.716 -2.527
C 1.774 7.209 -1.418
C 2.274 6.107 -0.735
C 3.477 5.564 -1.168
C 4.174 6.041 -2.264
O 5.311 5.410 -2.689
O 0.674 7.852 -0.918
H 4.041 7.492 -3.907
H 1.878 8.414 -3.130
H 1.677 5.538 -0.033
H 3.808 4.647 -0.686
H 5.642 4.910 -1.936
H 0.217 7.352 -0.241
C -0.763 -5.716 4.570
C -1.616 -6.635 3.690
O -1.153 -6.443 2.382
C -0.140 -5.552 2.387
O 0.523 -5.199 1.464
O 0.097 -5.077 3.630
H -0.164 -6.383 5.200
H -1.279 -5.089 5.293
H -2.648 -6.349 3.937
H -1.648 -7.677 4.007
C -4.108 0.658 -1.345
C -5.162 1.735 -1.115
O -6.104 1.172 -0.207
C -5.678 -0.052 0.138
O -6.272 -0.797 0.867
O -4.492 -0.356 -0.371
H -3.110 1.037 -1.147
H -4.153 0.188 -2.325
H -5.698 1.974 -2.034
H -4.695 2.642 -0.731
C -4.725 -4.128 -1.049
C -5.438 -3.094 -1.950
O -4.377 -2.703 -2.796
C -3.227 -2.828 -2.168
O -2.170 -2.416 -2.527
O -3.391 -3.633 -1.073
H -4.741 -5.167 -1.390
H -5.111 -4.146 -0.030
H -5.681 -2.212 -1.363
H -6.313 -3.563 -2.389
*
```

DFT total energy, a.u.: -5584.0385
HOMO level, eV: -9.1
F_max, eV Å⁻¹: 3.7
Orbital gap, eV: 6.2
ΔE to the lowest compared entry with this formula, charge and spin, eV: 0.000